# 1
Density functional theory data (ωB97M-V/def2-TZVPD) for a 11-piece molecular cluster, C44H66O16S2 overall.

Results
Multiplicity: 2
HOMO (spin up / spin down): -10.96 / -10.96 eV
Total charge: +1
Kohn-Sham gap (spin up / spin down): 7.62 / 2.82 eV

Each line ends with the Mulliken spin population.
Cartesian coordinates (Å):
C: -1.043 7.440 17.029  0.0602
S: -2.451 8.346 17.757  0.2299
O: -3.170 7.359 18.668  0.5857
C: -1.606 9.562 18.878  0.0584
H: -0.313 8.081 16.535  -0.0029
H: -1.429 6.728 16.300  -0.0010
H: -0.586 6.866 17.835  0.0061
H: -2.163 10.404 19.288  0.0115
H: -0.819 9.978 18.248  0.0080
H: -1.255 9.010 19.750  0.0079
C: -1.447 12.593 22.751  0.0007
S: -2.971 13.240 21.971  0.0003
O: -3.037 12.480 20.599  0.0018
C: -4.141 12.302 23.053  -0.0003
H: -1.418 12.958 23.778  0.0000
H: -0.540 12.994 22.299  0.0001
H: -1.316 11.531 22.543  -0.0009
H: -3.971 12.555 24.099  0.0000
H: -3.843 11.281 22.814  0.0001
H: -5.136 12.502 22.654  0.0001
C: 2.688 8.085 19.350  0.0114
C: 2.804 9.213 18.502  0.0015
C: 2.235 10.363 18.863  0.0002
C: 1.472 10.501 20.035  0.0099
C: 1.314 9.402 20.954  0.0097
C: 1.843 8.244 20.501  -0.0035
H: 3.271 7.190 19.191  -0.0005
H: 3.462 9.059 17.659  -0.0002
H: 2.411 11.225 18.236  -0.0001
H: 1.094 11.495 20.222  -0.0011
H: 0.748 9.627 21.847  0.0006
H: 1.655 7.347 21.074  -0.0004
C: -7.329 15.608 22.640  0.0000
C: -8.482 15.643 21.916  0.0000
C: -9.209 16.818 21.751  0.0000
C: -8.670 17.978 22.305  0.0000
C: -7.544 17.987 23.082  0.0000
C: -6.841 16.791 23.233  0.0000
H: -6.817 14.683 22.863  0.0000
H: -8.850 14.675 21.610  0.0000
H: -10.174 16.823 21.266  0.0000
H: -9.294 18.855 22.226  0.0000
H: -7.327 18.910 23.599  0.0000
H: -5.995 16.679 23.896  0.0000
O: -7.808 8.611 18.291  0.0016
C: -7.128 8.924 19.294  0.0008
O: -7.556 8.995 20.577  0.0001
C: -6.554 9.504 21.420  0.0002
C: -5.474 10.150 20.433  0.0005
C: -5.695 9.308 19.236  0.0011
H: -6.123 8.666 21.969  -0.0001
H: -6.964 10.268 22.081  0.0001
H: -4.491 9.957 20.862  -0.0016
H: -5.673 11.212 20.290  0.0019
H: -5.223 8.326 19.250  0.0002
H: -5.477 9.826 18.303  -0.0005
O: 2.454 16.249 27.263  0.0000
C: 1.784 16.146 26.251  0.0000
O: 1.007 17.081 25.788  0.0000
C: 0.347 16.753 24.475  0.0000
C: 0.566 15.263 24.330  0.0000
C: 1.788 14.970 25.230  0.0000
H: 0.810 17.381 23.713  0.0000
H: -0.724 16.930 24.572  0.0000
H: 0.773 14.958 23.304  0.0001
H: -0.310 14.737 24.708  0.0000
H: 2.687 14.877 24.621  0.0000
H: 1.573 14.050 25.775  0.0000
O: 1.215 11.671 26.485  0.0000
C: 0.049 11.510 26.840  0.0001
O: -0.940 12.289 26.416  0.0000
C: -2.232 11.901 26.779  0.0001
C: -2.108 10.682 27.713  0.0000
C: -0.544 10.446 27.751  0.0000
H: -2.790 11.598 25.893  -0.0002
H: -2.628 12.769 27.306  0.0000
H: -2.656 9.809 27.358  0.0000
H: -2.496 10.895 28.709  0.0000
H: -0.253 9.468 27.368  0.0000
H: -0.101 10.532 28.743  0.0000
O: -8.838 15.184 18.366  0.0000
C: -7.688 15.138 18.768  0.0000
O: -7.079 13.980 19.023  0.0000
C: -5.680 14.066 19.165  -0.0003
C: -5.504 15.539 19.410  0.0001
C: -6.725 16.270 19.027  0.0000
H: -5.210 13.700 18.252  -0.0001
H: -5.440 13.438 20.023  0.0003
H: -4.619 15.918 18.899  0.0000
H: -5.303 15.704 20.469  0.0000
H: -6.657 16.945 18.174  0.0000
H: -7.187 16.800 19.859  0.0000
O: -3.256 14.771 24.894  0.0000
C: -3.124 15.832 25.524  0.0000
O: -3.637 16.995 25.141  0.0000
C: -3.452 17.981 26.105  0.0000
C: -3.096 17.292 27.341  0.0000
C: -2.538 16.000 26.883  0.0000
H: -4.379 18.542 26.219  0.0000
H: -2.711 18.735 25.842  0.0000
H: -3.939 17.216 28.028  0.0000
H: -2.342 17.852 27.893  0.0000
H: -3.098 15.251 27.442  0.0000
H: -1.449 15.986 26.834  0.0000
O: -0.259 8.797 24.504  0.0001
C: -1.240 8.423 23.865  0.0001
O: -1.107 7.905 22.592  -0.0010
C: -2.339 7.501 22.006  0.0137
C: -3.266 7.511 23.190  0.0022
C: -2.677 8.345 24.332  -0.0004
H: -2.227 6.494 21.605  -0.0013
H: -2.659 8.173 21.210  -0.0104
H: -3.302 6.466 23.498  -0.0004
H: -4.238 7.764 22.766  -0.0002
H: -2.689 7.790 25.270  0.0001
H: -3.143 9.321 24.466  0.0000
O: 0.628 13.887 18.933  0.0000
C: -0.267 13.798 18.101  -0.0005
O: -0.173 13.191 16.924  0.0000
C: -1.311 13.290 16.116  0.0001
C: -2.372 13.637 17.052  -0.0009
C: -1.631 14.470 18.087  0.0003
H: -1.659 12.326 15.744  0.0002
H: -1.280 13.924 15.230  0.0000
H: -2.869 12.779 17.505  0.0006
H: -3.137 14.232 16.553  0.0000
H: -2.138 14.329 19.041  0.0000
H: -1.622 15.521 17.797  0.0000

***

# 2
Density functional theory data (ωB97M-V/def2-TZVPD) for a 11-piece molecular cluster, C44H66O33 overall.

Results
Multiplicity: 1
HOMO: -10.12 eV
Total charge: 0
Relative energy (zero: lowest compared OMol25 entry of this formula, charge and spin): 1097.45 kJ/mol
SMILES string: C[C@H]1COC(=O)O1.C[C@H]1COC(=O)O1.C[C@H]1COC(=O)O1.C[C@H]1COC(=O)O1.C[C@H]1COC(=O)O1.C[C@H]1COC(=O)O1.C[C@H]1COC(=O)O1.C[C@H]1COC(=O)O1.C[C@H]1COC(=O)O1.C[C@H]1COC(=O)O1.C[C@H]1COC(=O)O1
Kohn-Sham gap: 10.04 eV

Each line ends with the Löwdin charge.
Cartesian coordinates (Å):
C: 3.843 -8.451 3.119  -0.0233
C: 3.685 -7.504 4.269  -0.3060
C: 3.870 -6.045 3.948  -0.0835
O: 2.754 -5.335 4.493  0.0843
C: 1.782 -6.200 4.701  -0.5957
O: 0.690 -5.942 5.097  0.1567
O: 2.261 -7.466 4.597  0.0573
H: 2.965 -8.456 2.473  0.1048
H: 4.075 -9.391 3.621  0.0855
H: 4.776 -8.215 2.607  0.0858
H: 4.097 -7.973 5.163  0.1548
H: 3.836 -5.879 2.872  0.1411
H: 4.783 -5.634 4.380  0.1386
C: 8.297 0.103 -4.624  -0.0413
C: 8.446 1.364 -3.792  -0.2289
C: 8.392 2.640 -4.708  -0.0469
O: 7.301 3.316 -4.099  0.0961
C: 6.666 2.721 -3.203  -0.5931
O: 5.665 3.200 -2.576  0.0660
O: 7.149 1.476 -3.040  0.0656
H: 8.073 -0.638 -3.857  0.0830
H: 9.172 -0.326 -5.112  0.0831
H: 7.526 0.079 -5.395  0.0922
H: 9.257 1.373 -3.064  0.1519
H: 8.022 2.531 -5.728  0.1393
H: 9.388 3.073 -4.616  0.1329
C: 5.208 0.318 5.861  -0.0177
C: 3.711 0.241 6.206  -0.2869
C: 3.380 0.563 7.647  -0.1261
O: 3.118 1.932 7.640  0.0790
C: 2.757 2.332 6.412  -0.5498
O: 2.544 3.453 6.023  0.1556
O: 3.058 1.341 5.557  0.0636
H: 5.397 0.371 4.788  0.0877
H: 5.720 -0.583 6.198  0.0797
H: 5.701 1.124 6.404  0.0915
H: 3.275 -0.667 5.788  0.1520
H: 4.086 0.248 8.415  0.1395
H: 2.482 0.053 7.996  0.1315
C: -6.004 4.285 5.243  -0.0138
C: -6.675 4.894 3.971  -0.3201
C: -8.164 4.498 4.007  -0.0794
O: -8.733 5.805 3.726  0.0475
C: -7.752 6.796 3.796  -0.5098
O: -7.907 8.018 3.569  0.1028
O: -6.641 6.269 4.195  0.0959
H: -4.952 4.564 5.178  0.0791
H: -6.061 3.199 5.174  0.0879
H: -6.474 4.742 6.114  0.0953
H: -6.230 4.587 3.025  0.1575
H: -8.384 3.990 4.946  0.1236
H: -8.361 3.780 3.211  0.1315
C: -4.069 -2.910 5.924  0.0136
C: -4.092 -3.075 4.314  -0.2625
C: -5.199 -3.982 3.955  -0.0946
O: -5.980 -3.269 3.005  0.1279
C: -5.652 -2.085 2.907  -0.6325
O: -6.076 -1.190 2.155  0.0963
O: -4.624 -1.891 3.736  0.0694
H: -5.084 -2.684 6.253  0.0814
H: -3.556 -1.982 6.174  0.0739
H: -3.621 -3.802 6.362  0.0821
H: -3.242 -3.353 3.690  0.1611
H: -5.844 -4.399 4.728  0.1426
H: -4.820 -4.757 3.288  0.1414
C: 8.201 -7.577 -1.983  -0.0126
C: 8.153 -6.788 -0.634  -0.3332
C: 9.245 -5.729 -0.779  -0.1184
O: 8.592 -4.502 -0.669  0.0916
C: 7.302 -4.770 -0.492  -0.5133
O: 6.410 -3.902 -0.449  0.1020
O: 6.986 -6.088 -0.478  0.0979
H: 8.848 -8.442 -1.835  0.0867
H: 8.309 -7.005 -2.904  0.0919
H: 7.204 -8.011 -2.060  0.0785
H: 8.294 -7.397 0.259  0.1552
H: 9.856 -5.698 -1.680  0.1382
H: 9.853 -5.733 0.126  0.1345
C: 1.878 0.085 -5.416  -0.0503
C: 1.428 -0.595 -6.631  -0.3565
C: -0.060 -0.415 -6.855  -0.1658
O: -0.178 0.072 -8.111  0.0688
C: 1.022 0.578 -8.558  -0.4749
O: 1.192 1.370 -9.414  0.1935
O: 2.036 -0.021 -7.784  0.0796
H: 1.694 1.145 -5.592  0.1006
H: 2.906 -0.022 -5.068  0.0914
H: 1.281 -0.086 -4.520  0.0935
H: 1.689 -1.622 -6.372  0.1515
H: -0.547 0.182 -6.084  0.1325
H: -0.638 -1.337 -6.805  0.1364
C: -3.077 7.002 -0.431  -0.0028
C: -3.063 7.648 0.980  -0.3564
C: -2.286 6.675 1.940  -0.1183
O: -1.159 7.370 2.288  0.0955
C: -1.215 8.505 1.566  -0.6122
O: -0.247 9.164 1.531  0.1839
O: -2.315 8.723 0.903  0.1295
H: -3.651 7.523 -1.197  0.0795
H: -3.661 6.085 -0.366  0.0828
H: -2.025 6.949 -0.711  0.1031
H: -4.021 7.986 1.376  0.1580
H: -2.013 5.716 1.499  0.1337
H: -2.888 6.553 2.841  0.1269
C: 1.248 -0.736 0.466  -0.0013
C: 0.602 0.510 0.975  -0.3916
C: 0.921 1.852 0.286  -0.1120
O: -0.329 2.277 -0.054  0.0621
C: -1.284 1.363 0.320  -0.4878
O: -2.478 1.604 0.284  0.1335
O: -0.678 0.282 0.809  0.1010
H: 2.050 -0.407 -0.195  0.0834
H: 0.628 -1.458 -0.066  0.0970
H: 1.694 -1.283 1.296  0.0814
H: 0.698 0.675 2.048  0.1603
H: 1.554 1.975 -0.592  0.1390
H: 1.323 2.568 1.003  0.1346
C: -5.399 3.515 -5.076  -0.0563
C: -4.308 3.263 -6.061  -0.2752
C: -4.577 3.861 -7.476  -0.0720
O: -3.821 5.093 -7.398  0.0472
C: -2.902 5.036 -6.368  -0.4864
O: -2.030 5.898 -6.155  0.1117
O: -3.311 4.140 -5.448  0.0605
H: -5.998 4.396 -5.311  0.0966
H: -5.171 3.509 -4.010  0.0935
H: -6.043 2.636 -5.056  0.0788
H: -4.107 2.195 -5.975  0.1474
H: -5.606 3.956 -7.821  0.1335
H: -4.159 3.155 -8.193  0.1207
C: -8.018 -3.144 -2.442  0.0060
C: -6.470 -3.225 -2.703  -0.2772
C: -5.654 -1.987 -2.942  -0.1504
O: -4.387 -2.433 -2.641  0.0173
C: -4.431 -3.638 -1.907  -0.5192
O: -3.411 -4.241 -1.715  0.1532
O: -5.700 -3.958 -1.743  0.0996
H: -8.536 -4.089 -2.603  0.0750
H: -8.634 -2.349 -2.863  0.0817
H: -8.103 -3.004 -1.364  0.0804
H: -6.252 -3.839 -3.577  0.1526
H: -5.630 -1.110 -2.296  0.1444
H: -5.641 -1.642 -3.976  0.1363

***

Number 1: total energy -101117.4666 eV. Number 2: total energy -114259.2322 eV.